[1]
This record from OMol25 describes a molecular structure, C50H42As2Cl2GeIrN. The level of theory is wB97M-V/def2-TZVPD.

The strongest force on any atom comes out at 0.75 eV/A. Its multiplicity is 5. As for the charge: +2. The calculation puts the HOMO-LUMO gap (alpha / beta) at 0.270 / 0.181 hartree. The relative energy (zero: lowest compared OMol25 entry of this formula, charge and spin) is 12.42 kcal/mol. Its expectation value of S² is 6.06. Its HOMO energy (alpha / beta) is -12.727 / -13.253 eV. Its total energy is -260081.3340 eV.

XYZ file:
```
99
C50H42As2Cl2GeIrN, DFT wB97M-V/def2-TZVPD
Ir 0.88 -0.12 0.39
As -1.31 0.41 -2.57
As -0.88 -1.88 0.27
Ge 0.17 1.96 1.57
Cl 5.33 1.52 -0.19
Cl 1.91 -1.76 2.43
N 2.66 0.40 0.57
C 2.85 -1.08 -4.15
C -2.03 1.99 -6.34
C -2.30 5.10 -0.98
C -2.64 -2.30 2.49
C 2.63 3.83 4.41
C 1.31 -3.22 -1.09
C 3.55 -1.31 2.01
C -1.66 4.07 -1.65
C 5.06 0.18 0.85
C -1.06 1.16 2.83
C -3.33 0.89 3.65
C -2.40 -1.18 -2.18
C -3.49 1.53 -4.00
C -1.49 -0.05 4.89
C 1.69 -1.78 -4.47
C 1.90 -4.26 -1.80
C 0.41 -0.23 -3.17
C 3.72 -0.21 1.13
C 3.49 4.40 2.23
C -0.79 -4.40 -1.13
C 6.12 -0.52 1.37
C -1.50 -4.71 3.29
C 1.65 3.04 3.81
C -2.54 -1.60 -0.72
C -2.44 1.37 2.69
C -2.20 5.18 0.41
C -3.19 -3.02 3.54
C -0.91 3.14 -0.94
C -2.11 1.24 -4.07
C -0.20 -5.43 -1.84
C -4.13 2.00 -5.13
C 0.46 -1.37 -3.98
C -0.81 3.21 0.45
C -0.94 -4.01 2.23
C 3.55 4.51 3.62
C -1.37 1.52 -5.22
C -1.45 4.25 1.12
C 4.61 -2.01 2.54
C -1.52 -2.81 1.83
C 2.52 3.62 1.63
C 1.56 0.48 -2.85
C 1.15 -5.36 -2.17
C -3.40 2.22 -6.30
C 2.79 0.04 -3.35
C 5.90 -1.61 2.21
C -0.04 -3.29 -0.75
C 1.59 2.93 2.42
C -2.63 -4.22 3.93
C -0.60 0.42 3.93
C -2.85 0.20 4.75
H 0.46 0.23 4.05
H -1.12 -0.60 5.75
H 6.75 -2.16 2.60
H -0.30 1.35 -5.25
H 1.52 1.39 -2.28
H -0.07 -4.40 1.72
H -2.88 5.83 -1.52
H -1.83 -4.47 -0.85
H -0.79 -6.29 -2.13
H 0.93 2.53 4.43
H -0.43 -1.91 -4.24
H -2.70 5.98 0.94
H -3.08 -4.79 4.74
H -3.12 -0.87 -0.16
H -1.05 -5.65 3.61
H -4.39 1.08 3.54
H -4.07 -2.63 4.05
H -3.91 2.60 -7.18
H -3.54 -0.15 5.51
H 2.66 3.92 5.48
H 1.91 -2.36 -0.83
H -5.19 2.21 -5.10
H 2.48 3.55 0.55
H 4.43 -2.84 3.21
H 1.61 -6.17 -2.72
H -1.47 2.17 -7.25
H -2.82 1.92 1.84
H -1.94 -1.97 -2.78
H 3.80 -1.41 -4.54
H -1.72 4.01 -2.74
H -3.38 -0.95 -2.59
H -1.37 4.34 2.20
H 2.95 -4.21 -2.05
H 4.31 5.12 4.09
H 1.73 -2.64 -5.12
H -4.05 1.38 -3.09
H 4.21 4.94 1.62
H -3.07 -1.35 2.20
H -0.39 2.36 -1.48
H 3.69 0.60 -3.11
H -3.09 -2.55 -0.67
H 7.13 -0.21 1.12
```

Calculated atomic charges, method Mulliken, unit e: number 1, Ir, carries 1.90; number 2, As, carries 1.00; number 3, As, carries 0.47; number 4, Ge, carries 0.88; number 5, Cl, carries -0.14; number 6, Cl, carries -0.04; number 7, N, carries 0.09; number 8, C, carries -0.57; number 9, C, carries -0.85; number 10, C, carries -0.72; number 11, C, carries -0.74; number 12, C, carries -0.78; number 13, C, carries -0.67; number 14, C, carries 1.06; number 15, C, carries -0.71; number 16, C, carries 0.69; number 17, C, carries 0.19; number 18, C, carries -0.88; number 19, C, carries -1.46; number 20, C, carries -0.50; number 21, C, carries -1.05; number 22, C, carries -0.97; number 23, C, carries -0.77; number 24, C, carries 0.82; number 25, C, carries -0.76; number 26, C, carries -0.69; number 27, C, carries -0.48; number 28, C, carries -0.55; number 29, C, carries -0.75; number 30, C, carries -0.44; number 31, C, carries -1.26; number 32, C, carries -0.30; number 33, C, carries -0.76; number 34, C, carries -0.70; number 35, C, carries 0.18; number 36, C, carries 0.33; number 37, C, carries -0.79; number 38, C, carries -0.85; number 39, C, carries -0.52; number 40, C, carries -0.11; number 41, C, carries -0.47; number 42, C, carries -0.57; number 43, C, carries -0.44; number 44, C, carries -0.42; number 45, C, carries -0.84; number 46, C, carries 0.71; number 47, C, carries -0.51; number 48, C, carries -0.32; number 49, C, carries -0.65; number 50, C, carries -0.41; number 51, C, carries -0.72; number 52, C, carries -0.50; number 53, C, carries 0.89; number 54, C, carries 0.61; number 55, C, carries -0.69; number 56, C, carries -0.19; number 57, C, carries -0.64; number 58, H, carries 0.66; number 59, H, carries 0.47; number 60, H, carries 0.42; number 61, H, carries 0.44; number 62, H, carries 0.50; number 63, H, carries 0.43; number 64, H, carries 0.41; number 65, H, carries 0.38; number 66, H, carries 0.46; number 67, H, carries 0.47; number 68, H, carries 0.50; number 69, H, carries 0.44; number 70, H, carries 0.43; number 71, H, carries 0.67; number 72, H, carries 0.45; number 73, H, carries 0.42; number 74, H, carries 0.48; number 75, H, carries 0.42; number 76, H, carries 0.48; number 77, H, carries 0.43; number 78, H, carries 0.36; number 79, H, carries 0.44; number 80, H, carries 0.39; number 81, H, carries 0.51; number 82, H, carries 0.43; number 83, H, carries 0.43; number 84, H, carries 0.42; number 85, H, carries 0.41; number 86, H, carries 0.45; number 87, H, carries 0.54; number 88, H, carries 0.82; number 89, H, carries 0.48; number 90, H, carries 0.47; number 91, H, carries 0.42; number 92, H, carries 0.46; number 93, H, carries 0.50; number 94, H, carries 0.43; number 95, H, carries 0.31; number 96, H, carries -0.01; number 97, H, carries 0.48; number 98, H, carries 0.74; number 99, H, carries 0.48

***

[2]
This record from OMol25 describes a gas-phase ion, C9H9N4 (charge +1) at a distorted geometry. The level of theory is wB97M-V/def2-TZVPD.

The strongest force on any atom comes out at 3.40 eV/A. As for the charge: +1. The calculation puts the HOMO-LUMO gap (alpha / beta) at 0.204 / 0.193 hartree. The relative energy (zero: lowest compared OMol25 entry of this formula, charge and spin) is 80.30 kcal/mol. Its HOMO energy (alpha / beta) is -12.105 / -11.964 eV. Its total energy is -15427.0906 eV.

XYZ file:
```
22
C9H9N4, DFT wB97M-V/def2-TZVPD
N -2.81 2.77 0.04
N 1.52 1.14 -0.01
N -1.04 -1.46 0.03
N -3.28 -1.98 -0.05
C -2.35 -1.00 -0.01
C 0.35 0.56 0.00
C -2.73 0.28 0.01
C 1.56 2.59 -0.04
C 2.66 0.42 0.01
C 0.18 -0.82 0.02
C 2.58 -0.96 0.04
C -2.79 1.60 0.02
C 1.35 -1.59 0.05
H 1.08 2.95 -0.95
H 1.30 -2.67 0.07
H -4.26 -1.75 -0.08
H 2.59 2.95 -0.01
H -0.98 -2.47 0.04
H -3.03 -2.96 -0.07
H 3.49 -1.53 0.07
H 1.01 2.98 0.81
H 3.60 0.95 0.00
```

Calculated atomic charges, method Mulliken, unit e: number 1, N, carries -0.39; number 2, N, carries 0.03; number 3, N, carries -0.17; number 4, N, carries -0.39; number 5, C, carries 0.58; number 6, C, carries -0.25; number 7, C, carries 0.14; number 8, C, carries -0.83; number 9, C, carries -0.06; number 10, C, carries 0.76; number 11, C, carries -0.77; number 12, C, carries 0.23; number 13, C, carries -0.55; number 14, H, carries 0.31; number 15, H, carries 0.35; number 16, H, carries 0.22; number 17, H, carries 0.29; number 18, H, carries 0.20; number 19, H, carries 0.18; number 20, H, carries 0.40; number 21, H, carries 0.32; number 22, H, carries 0.39

***

[3]
This record from OMol25 describes a single C2H2N2O2S molecule at a distorted geometry. The level of theory is wB97M-V/def2-TZVPD.

As for the SMILES: O=c1nc(S)o[nH]1. The strongest force on any atom comes out at 2.97 eV/A. The calculation puts the HOMO-LUMO gap at 0.388 hartree. The relative energy (zero: lowest compared OMol25 entry of this formula, charge and spin) is 31.26 kcal/mol. Its HOMO energy is -10.238 eV. Its total energy is -20014.9936 eV.

XYZ file:
```
9
C2H2N2O2S, DFT wB97M-V/def2-TZVPD
S 0.52 1.40 -1.88
O 1.01 -0.61 -0.10
O -1.43 -0.98 2.19
N -0.95 0.41 0.32
N 0.41 -1.34 0.95
C -0.73 -0.67 1.25
C 0.05 0.30 -0.45
H 1.76 0.92 -1.92
H 1.10 -1.77 1.63
```

Calculated atomic charges, method Mulliken, unit e: number 1, S, carries -0.17; number 2, O, carries -0.28; number 3, O, carries -0.56; number 4, N, carries -0.39; number 5, N, carries -0.05; number 6, C, carries 0.39; number 7, C, carries 0.59; number 8, H, carries 0.16; number 9, H, carries 0.31

***

[4]
This record from OMol25 describes a molecular structure, C28H39CoFN8O8. The level of theory is wB97M-V/def2-TZVPD.

The strongest force on any atom comes out at 0.94 eV/A. Its multiplicity is 2. The calculation puts the HOMO-LUMO gap (alpha / beta) at 0.186 / 0.208 hartree. The relative energy (zero: lowest compared OMol25 entry of this formula, charge and spin) is 0.00 kcal/mol. Its expectation value of S² is 0.92. Its HOMO energy (alpha / beta) is -6.712 / -7.294 eV. Its total energy is -98314.4805 eV.

XYZ file:
```
85
C28H39CoFN8O8, DFT wB97M-V/def2-TZVPD
Co 0.25 -2.12 0.14
F 2.62 3.70 -0.56
O 3.97 -3.03 1.02
O 0.05 -0.67 1.70
O -1.47 -5.11 0.35
O 2.15 -2.22 0.01
O -1.68 -2.36 0.13
O 0.01 -0.49 -1.02
O -0.90 -0.48 3.72
O -3.80 -1.68 -0.06
N 0.52 -3.27 1.93
N 0.44 -3.28 -1.93
N 1.51 -3.07 -4.11
N 1.33 -5.25 -3.06
N 1.07 7.21 2.57
N -0.67 -4.15 -3.92
N 1.02 5.49 0.89
N -2.53 2.20 0.68
C -1.26 2.61 0.35
C -2.59 -1.48 -0.01
C -0.85 -3.51 -2.61
C 1.11 -4.58 -1.77
C -4.11 4.04 0.17
C -0.38 -2.66 2.92
C 1.29 -2.45 -2.81
C -0.97 -5.33 1.64
C 0.20 -3.30 -4.73
C -2.90 0.91 0.47
C 1.92 -2.92 2.25
C -0.39 1.70 -0.28
C 0.55 6.70 0.25
C 0.53 4.23 0.43
C 2.48 6.82 2.27
C 2.79 -2.74 1.00
C -0.42 -1.12 2.79
C 0.02 -5.42 -3.70
C 0.42 7.78 1.35
C -0.77 3.87 0.70
C -0.79 0.31 -0.51
C 2.40 5.61 1.31
C -3.52 3.13 1.23
C -2.10 -0.05 -0.05
C 0.91 2.07 -0.57
C 0.40 -4.74 1.92
C 2.14 -4.37 -3.90
C 1.35 3.32 -0.25
H -4.63 3.45 -0.59
H 3.09 5.77 0.47
H -1.39 4.58 1.24
H 2.24 -2.28 -2.30
H 2.97 7.68 1.82
H -0.29 -2.33 -4.88
H 2.30 -4.85 -4.87
H -0.42 6.52 -0.22
H -3.06 3.70 2.04
H 1.57 1.34 -1.04
H 3.11 -4.21 -3.41
H 2.07 -4.41 -1.28
H -1.47 -4.14 -1.98
H -4.30 2.53 1.69
H -0.86 -6.42 1.76
H -3.34 4.63 -0.33
H -1.40 -3.00 2.75
H 0.34 -3.77 -5.71
H 1.12 -5.12 1.18
H 0.58 6.31 2.71
H 0.98 7.81 3.39
H -1.80 -4.19 0.30
H 0.17 -5.91 -4.67
H 1.24 7.04 -0.53
H -0.09 -2.92 3.94
H 0.72 -5.12 2.90
H 0.49 -5.21 -1.14
H -0.60 -6.06 -3.07
H -4.83 4.73 0.62
H -1.34 -2.54 -2.74
H 2.37 -3.64 2.93
H 2.70 4.70 1.82
H 1.92 -1.94 2.74
H -3.90 0.63 0.80
H -0.62 8.01 1.60
H -1.69 -5.01 2.40
H 0.79 -1.48 -2.95
H 0.93 8.70 1.09
H 2.98 6.58 3.21
```

Calculated atomic charges, method Mulliken, unit e: number 1, Co, carries 0.73; number 2, F, carries -0.36; number 3, O, carries -0.78; number 4, O, carries -0.54; number 5, O, carries -0.57; number 6, O, carries -0.30; number 7, O, carries 0.39; number 8, O, carries -0.76; number 9, O, carries -0.82; number 10, O, carries -0.78; number 11, N, carries 0.48; number 12, N, carries 1.20; number 13, N, carries 0.08; number 14, N, carries 0.08; number 15, N, carries -0.12; number 16, N, carries 0.09; number 17, N, carries 0.41; number 18, N, carries 0.21; number 19, C, carries -0.24; number 20, C, carries -0.27; number 21, C, carries -0.68; number 22, C, carries -0.56; number 23, C, carries -1.02; number 24, C, carries -0.64; number 25, C, carries -0.83; number 26, C, carries -1.00; number 27, C, carries -0.71; number 28, C, carries -0.12; number 29, C, carries -0.42; number 30, C, carries 0.99; number 31, C, carries -0.56; number 32, C, carries -1.65; number 33, C, carries -0.65; number 34, C, carries 0.18; number 35, C, carries 0.18; number 36, C, carries -0.68; number 37, C, carries -0.73; number 38, C, carries -0.33; number 39, C, carries 1.30; number 40, C, carries -0.71; number 41, C, carries -1.02; number 42, C, carries -0.08; number 43, C, carries -0.27; number 44, C, carries -0.93; number 45, C, carries -0.63; number 46, C, carries 0.13; number 47, H, carries 0.33; number 48, H, carries 0.47; number 49, H, carries 0.42; number 50, H, carries 0.10; number 51, H, carries 0.33; number 52, H, carries 0.33; number 53, H, carries 0.36; number 54, H, carries 0.44; number 55, H, carries 0.43; number 56, H, carries 0.68; number 57, H, carries 0.38; number 58, H, carries 0.14; number 59, H, carries 0.02; number 60, H, carries 0.46; number 61, H, carries 0.41; number 62, H, carries 0.27; number 63, H, carries 0.28; number 64, H, carries 0.35; number 65, H, carries 0.44; number 66, H, carries 0.37; number 67, H, carries 0.30; number 68, H, carries 0.21; number 69, H, carries 0.33; number 70, H, carries 0.32; number 71, H, carries 0.38; number 72, H, carries 0.45; number 73, H, carries -0.06; number 74, H, carries 0.36; number 75, H, carries 0.40; number 76, H, carries 0.09; number 77, H, carries 0.40; number 78, H, carries 0.48; number 79, H, carries 0.42; number 80, H, carries 0.51; number 81, H, carries 0.39; number 82, H, carries 0.42; number 83, H, carries 0.25; number 84, H, carries 0.35; number 85, H, carries 0.35

***

Look up the relative energy (zero: lowest compared OMol25 entry of this formula, charge and spin) of the third one.
31.26 kcal/mol

***

Which value of relative energy (zero: lowest compared OMol25 entry of this formula, charge and spin) does entry 1 give?
12.42 kcal/mol

***

Which of these has the lowest relative energy (zero: lowest compared OMol25 entry of this formula, charge and spin)?
C28H39CoFN8O8